# 1
{"formula": "C5H11NO2", "method": "the ωB97M-V functional and the def2-TZVPD basis", "gap_ev": 11.39, "de_lowest_ev": 1.1019, "lumo_ev": 0.90, "charge": 0, "smiles": "CC(C)COC(N)=O", "fmax_ha_per_bohr": 0.0749, "species": ["C", "C", "C", "C", "O", "C", "N", "O", "H", "H", "H", "H", "H", "H", "H", "H", "H", "H", "H"], "xyz": [[1.164, -0.030, -1.476], [-0.081, 0.708, -0.986], [0.121, 2.222, -1.062], [-0.424, 0.303, 0.446], [-0.461, -1.120, 0.603], [-0.995, -1.575, 1.910], [-0.231, -2.665, 2.037], [-1.728, -0.974, 2.632], [1.406, 0.271, -2.495], [2.018, 0.206, -0.841], [0.999, -1.105, -1.462], [-0.927, 0.434, -1.624], [0.319, 2.533, -2.087], [-0.757, 2.764, -0.713], [0.972, 2.531, -0.454], [0.323, 0.708, 1.141], [-1.390, 0.730, 0.733], [-0.512, -3.357, 2.712], [0.184, -2.585, 0.988]], "atomic_forces_ev_per_a": [[-0.2, 0.1, 0.0], [0.2, -0.3, 0.1], [-0.1, -0.2, 0.1], [-0.2, 0.3, 0.1], [-1.6, 1.2, 0.8], [1.8, 1.2, -1.1], [0.3, 0.4, -2.3], [-0.4, 0.0, -0.4], [0.0, 0.0, 0.0], [0.1, 0.0, 0.0], [0.1, 0.0, 0.0], [0.0, 0.0, 0.0], [0.0, 0.0, 0.0], [-0.1, 0.0, 0.0], [0.1, 0.0, 0.1], [0.1, 0.0, -0.1], [0.0, -0.1, 0.0], [0.3, -0.5, -0.5], [-0.4, -2.0, 3.3]]}

***

# 2
{"formula": "C5H11NO2", "method": "the ωB97M-V functional and the def2-TZVPD basis", "gap_ev": 9.21, "de_lowest_ev": 3.7727, "lumo_ev": 0.68, "charge": 0, "fmax_ha_per_bohr": 0.0634, "species": ["C", "C", "C", "H", "H", "H", "H", "H", "H", "H", "H", "C", "N", "C", "O", "O", "H", "H", "H"], "xyz": [[-0.695, -0.202, 0.737], [-1.596, -1.048, -0.140], [-0.394, -0.847, 2.078], [-1.111, 0.798, 0.892], [0.061, 0.743, -0.441], [-1.085, -1.978, -0.404], [-1.879, -0.535, -1.063], [-2.514, -1.312, 0.390], [-1.328, -1.023, 2.623], [0.226, -0.201, 2.703], [0.126, -1.797, 1.936], [0.900, 1.711, -1.095], [1.334, 1.366, -2.311], [0.974, -0.130, 0.010], [0.893, 2.782, -0.539], [1.319, -1.051, -0.738], [1.757, 2.051, -2.919], [1.404, 0.373, -2.514], [1.607, 0.300, 0.795]], "atomic_forces_ev_per_a": [[1.4, -0.5, -0.1], [0.2, -0.1, -0.1], [-0.2, 0.1, 0.1], [0.2, 0.1, 0.0], [1.8, 1.6, -1.5], [0.0, 0.1, 0.0], [0.1, 0.0, 0.0], [0.1, 0.1, 0.0], [0.1, -0.1, 0.0], [0.0, 0.0, 0.0], [-0.1, 0.0, 0.0], [-1.3, 0.2, 0.8], [-0.1, -0.4, 0.2], [-2.1, -2.4, 0.8], [0.1, -0.4, -0.4], [-0.2, 1.0, 0.3], [0.0, -0.1, 0.1], [0.0, 0.2, 0.0], [0.0, 0.6, -0.4]]}

***

# 3
{"formula": "C5H11NO2", "method": "the ωB97M-V functional and the def2-TZVPD basis", "gap_ev": 10.32, "de_lowest_ev": 2.0194, "lumo_ev": 0.75, "charge": 0, "smiles": "[H]/N=C(/C)C(O)O.C=C", "fmax_ha_per_bohr": 0.0140, "species": ["H", "N", "C", "C", "C", "O", "O", "H", "H", "H", "H", "H", "H", "C", "C", "H", "H", "H", "H"], "xyz": [[1.726, -0.973, -1.248], [1.854, -0.874, -0.243], [1.361, 0.179, 0.232], [1.466, 0.482, 1.689], [0.614, 1.232, -0.591], [0.481, 0.750, -1.902], [-0.625, 1.569, -0.039], [1.877, -0.378, 2.212], [2.124, 1.341, 1.831], [0.486, 0.741, 2.092], [1.200, 2.167, -0.580], [-0.023, 1.391, -2.415], [-1.162, 0.761, 0.035], [-1.510, -1.662, -0.642], [-2.283, -1.128, 0.282], [-1.724, -1.572, -1.698], [-0.613, -2.205, -0.387], [-3.185, -0.589, 0.038], [-2.064, -1.233, 1.332]], "atomic_forces_ev_per_a": [[-0.2, 0.3, 0.0], [0.4, -0.6, 0.0], [-0.4, 0.2, -0.3], [0.0, 0.0, 0.1], [0.2, 0.2, -0.1], [0.1, -0.1, -0.1], [-0.2, 0.1, 0.1], [0.0, 0.0, 0.0], [0.0, 0.1, 0.1], [0.1, 0.0, 0.1], [-0.2, -0.2, 0.0], [0.1, 0.0, 0.1], [0.2, 0.1, -0.1], [0.2, -0.2, -0.3], [-0.3, 0.0, 0.2], [-0.1, 0.1, -0.1], [0.1, 0.0, 0.1], [-0.2, 0.1, -0.1], [0.1, 0.0, 0.2]]}

***

# 4
{"formula": "C5H11NO2", "method": "the ωB97M-V functional and the def2-TZVPD basis", "gap_ev": 9.65, "de_lowest_ev": 7.9898, "lumo_ev": 0.77, "charge": 0, "fmax_ha_per_bohr": 0.1483, "species": ["C", "C", "C", "C", "C", "H", "H", "H", "H", "H", "H", "H", "H", "H", "H", "H", "N", "O", "O"], "xyz": [[2.017, -0.327, 0.516], [0.023, 0.188, -0.269], [-0.108, 1.636, 0.267], [-0.792, -0.199, 0.945], [-1.033, -1.241, -1.915], [1.380, -0.300, 1.744], [2.415, 0.821, 0.425], [2.857, -1.101, 0.502], [0.627, 2.550, 0.210], [-1.301, 1.897, 0.055], [-0.757, 1.474, 2.388], [-0.747, -1.376, 1.296], [-1.811, 0.298, 0.579], [-1.918, -1.075, -2.581], [-0.045, -1.625, -2.587], [-1.063, -2.149, -1.157], [-0.182, 0.850, 1.612], [1.181, -0.288, -0.497], [-0.744, -0.032, -1.533]], "atomic_forces_ev_per_a": [[3.1, 3.1, 6.3], [-5.3, 1.1, -3.4], [-2.1, 1.0, 1.5], [-3.0, -2.8, -1.1], [2.2, -5.4, -2.9], [2.4, -0.5, -4.0], [0.4, -2.6, 1.3], [-1.4, 1.1, -0.5], [-1.4, -2.1, -0.1], [3.3, 0.1, 0.0], [1.6, -2.5, -2.4], [-0.3, 3.3, -0.5], [0.9, -2.6, 0.8], [0.6, -1.2, 0.5], [-2.6, 0.4, 1.0], [-0.7, 2.1, -0.9], [-0.3, 6.1, 3.9], [1.4, -3.6, -3.3], [1.3, 5.3, 3.8]]}

***

# 5
{"formula": "C5H11NO2", "method": "the ωB97M-V functional and the def2-TZVPD basis", "gap_ev": 9.71, "de_lowest_ev": 2.4883, "lumo_ev": 0.63, "charge": 0, "smiles": "CCN[C@H](C=O)CO", "fmax_ha_per_bohr": 0.0796, "species": ["C", "C", "N", "C", "C", "O", "C", "O", "H", "H", "H", "H", "H", "H", "H", "H", "H", "H", "H"], "xyz": [[0.806, -3.166, 0.377], [-0.114, -1.944, 0.407], [0.688, -0.674, 0.251], [-0.153, 0.595, 0.327], [-1.128, 0.681, -0.880], [-1.118, -0.051, -1.846], [0.761, 1.725, 0.521], [-0.011, 2.933, 0.574], [1.617, -3.187, 1.070], [0.094, -4.105, 0.596], [1.162, -3.311, -0.585], [-0.591, -1.875, 1.406], [-0.965, -2.030, -0.309], [1.144, -0.549, -0.624], [-0.897, 0.592, 1.259], [-1.819, 1.587, -0.913], [1.493, 1.801, -0.337], [1.436, 1.665, 1.457], [0.520, 3.721, 0.884]], "atomic_forces_ev_per_a": [[-3.5, -1.7, 1.2], [0.4, 1.0, 0.5], [-2.2, 1.1, 1.4], [-2.0, -3.2, 1.5], [0.2, 1.5, -1.0], [0.2, 0.2, 1.1], [2.6, 2.5, 0.3], [0.5, 1.1, 0.4], [0.4, 0.3, 0.6], [1.7, 1.9, -0.4], [0.9, -0.3, -1.9], [0.3, 0.1, -0.4], [0.8, 0.0, 0.2], [0.4, -0.8, -1.0], [1.6, -0.3, -1.7], [0.5, -0.8, 0.5], [-0.7, -0.2, 0.6], [-1.3, -0.5, -1.3], [-0.7, -1.7, -0.6]]}

***

# 6
{"formula": "C5H11NO2", "method": "the ωB97M-V functional and the def2-TZVPD basis", "gap_ev": 10.45, "de_lowest_ev": 1.9361, "lumo_ev": 0.68, "charge": 0, "smiles": "O=CN1CCCC1.O", "fmax_ha_per_bohr": 0.0604, "species": ["O", "C", "N", "C", "C", "C", "C", "H", "H", "H", "H", "H", "H", "H", "H", "H", "O", "H", "H"], "xyz": [[-0.119, -2.475, -1.009], [-0.352, -1.339, -1.309], [-0.028, -0.106, -0.707], [0.550, -0.255, 0.663], [-0.486, 0.225, 1.676], [-1.493, 0.934, 0.764], [-0.996, 1.009, -0.662], [-0.581, -1.035, -2.317], [1.492, 0.337, 0.651], [0.947, -1.320, 0.899], [-0.297, 0.717, 2.627], [-1.002, -0.687, 2.031], [-2.373, 0.257, 0.808], [-1.948, 1.843, 1.170], [-1.894, 0.727, -1.253], [-0.511, 1.944, -1.023], [3.173, -0.558, -1.165], [2.775, 0.186, -1.624], [3.143, -0.405, -0.221]], "atomic_forces_ev_per_a": [[0.0, 0.1, 0.9], [1.0, 1.8, -1.2], [0.4, -2.0, 2.3], [2.5, -0.7, 0.5], [-1.2, -1.2, -0.3], [-2.1, 0.2, 1.4], [-0.3, -0.9, -0.7], [-1.2, -0.4, -1.1], [-0.7, 0.1, 0.3], [-1.1, 1.6, -0.8], [1.0, 0.5, -0.4], [0.2, 0.3, -0.1], [0.3, 0.4, -0.6], [0.6, 0.3, -0.1], [0.9, 0.6, -0.4], [-0.5, -0.5, 0.5], [0.4, -0.5, -0.4], [-0.1, 0.1, 0.3], [-0.1, 0.3, 0.0]]}

***

# 7
{"formula": "C5H11NO2", "method": "the ωB97M-V functional and the def2-TZVPD basis", "gap_ev": 10.19, "de_lowest_ev": 2.3817, "lumo_ev": 0.82, "charge": 0, "smiles": "C=CCO.NCC=O", "fmax_ha_per_bohr": 0.0093, "species": ["C", "C", "C", "O", "H", "H", "H", "H", "H", "H", "N", "C", "C", "O", "H", "H", "H", "H", "H"], "xyz": [[-0.666, -2.448, -0.384], [-0.942, -1.183, -0.668], [-2.154, -0.483, -0.129], [-1.721, 0.469, 0.839], [0.190, -2.950, -0.803], [-1.334, -3.000, 0.266], [-0.289, -0.598, -1.299], [-2.671, -0.016, -0.973], [-2.829, -1.204, 0.340], [-2.419, 1.120, 1.005], [2.099, 0.251, 0.962], [1.463, 1.479, 0.488], [1.620, 1.581, -1.008], [0.742, 1.902, -1.764], [2.420, 0.366, 1.913], [1.439, -0.514, 0.926], [2.009, 2.331, 0.907], [0.413, 1.582, 0.755], [2.629, 1.316, -1.373]], "atomic_forces_ev_per_a": [[-0.2, 0.3, -0.1], [-0.1, -0.2, 0.3], [0.1, -0.1, -0.1], [-0.2, 0.4, 0.1], [0.1, -0.1, 0.0], [0.1, -0.2, 0.0], [0.1, 0.1, -0.1], [-0.1, 0.2, 0.2], [0.0, -0.1, -0.1], [0.2, -0.3, -0.2], [0.0, 0.3, -0.1], [0.2, 0.0, 0.1], [0.0, -0.1, 0.1], [-0.1, 0.1, -0.1], [-0.1, -0.2, 0.0], [0.0, -0.1, 0.1], [0.0, 0.0, 0.0], [-0.1, 0.0, 0.0], [0.1, 0.0, -0.1]]}

***

# 8
{"formula": "C5H11NO2", "method": "the ωB97M-V functional and the def2-TZVPD basis", "gap_ev": 10.34, "de_lowest_ev": 2.1588, "lumo_ev": 0.91, "charge": 0, "smiles": "CCC[C@@H](N)C(=O)O", "fmax_ha_per_bohr": 0.1049, "species": ["C", "C", "C", "C", "N", "C", "O", "O", "H", "H", "H", "H", "H", "H", "H", "H", "H", "H", "H"], "xyz": [[-0.960, 2.491, -0.115], [-1.251, 1.106, -0.731], [-0.589, 0.042, 0.219], [0.390, -1.056, -0.316], [1.905, -0.576, -0.355], [0.568, -2.168, 0.754], [0.227, -2.179, 1.876], [1.385, -3.174, 0.400], [-0.098, 3.024, -0.464], [-1.014, 2.432, 1.006], [-1.711, 3.364, -0.271], [-0.995, 1.126, -1.688], [-2.346, 0.970, -0.597], [-1.437, -0.380, 0.697], [-0.022, 0.665, 0.997], [0.112, -1.547, -1.295], [2.256, -0.540, -1.233], [2.101, 0.259, 0.102], [1.479, -3.859, 1.013]], "atomic_forces_ev_per_a": [[-2.2, 2.0, 1.1], [-1.3, 0.7, 5.2], [1.7, 1.1, -0.5], [1.9, 0.3, 0.6], [-3.6, -2.3, 1.6], [1.5, -0.8, -1.1], [-2.2, 1.3, 2.8], [0.4, 1.4, -4.3], [1.2, -0.4, 0.1], [0.6, 0.0, -1.0], [0.4, -1.8, -0.3], [1.1, -0.4, -4.2], [0.6, -0.1, -0.7], [-0.3, -0.9, 0.8], [-0.7, -1.3, -0.9], [0.4, 0.8, 1.0], [1.1, 0.0, -3.2], [-0.2, 1.7, 1.0], [-0.2, -1.2, 2.1]]}

***

Copy entry 3 word for word.
{"formula": "C5H11NO2", "method": "the ωB97M-V functional and the def2-TZVPD basis", "gap_ev": 10.32, "de_lowest_ev": 2.0194, "lumo_ev": 0.75, "charge": 0, "smiles": "[H]/N=C(/C)C(O)O.C=C", "fmax_ha_per_bohr": 0.0140, "species": ["H", "N", "C", "C", "C", "O", "O", "H", "H", "H", "H", "H", "H", "C", "C", "H", "H", "H", "H"], "xyz": [[1.726, -0.973, -1.248], [1.854, -0.874, -0.243], [1.361, 0.179, 0.232], [1.466, 0.482, 1.689], [0.614, 1.232, -0.591], [0.481, 0.750, -1.902], [-0.625, 1.569, -0.039], [1.877, -0.378, 2.212], [2.124, 1.341, 1.831], [0.486, 0.741, 2.092], [1.200, 2.167, -0.580], [-0.023, 1.391, -2.415], [-1.162, 0.761, 0.035], [-1.510, -1.662, -0.642], [-2.283, -1.128, 0.282], [-1.724, -1.572, -1.698], [-0.613, -2.205, -0.387], [-3.185, -0.589, 0.038], [-2.064, -1.233, 1.332]], "atomic_forces_ev_per_a": [[-0.2, 0.3, 0.0], [0.4, -0.6, 0.0], [-0.4, 0.2, -0.3], [0.0, 0.0, 0.1], [0.2, 0.2, -0.1], [0.1, -0.1, -0.1], [-0.2, 0.1, 0.1], [0.0, 0.0, 0.0], [0.0, 0.1, 0.1], [0.1, 0.0, 0.1], [-0.2, -0.2, 0.0], [0.1, 0.0, 0.1], [0.2, 0.1, -0.1], [0.2, -0.2, -0.3], [-0.3, 0.0, 0.2], [-0.1, 0.1, -0.1], [0.1, 0.0, 0.1], [-0.2, 0.1, -0.1], [0.1, 0.0, 0.2]]}

***

Number 5 is which compound? C5H11NO2